Molecular formula: C18H18N2O2
Method: DFT, ωB97M-V/def2-TZVPD

SMILES string: CC(=O)N/N=C\c1ccccc1OC/C=C/c1ccccc1
DFT total energy (eV): -26031.770
2S+1: 1
ΔE to the lowest compared entry with this formula, charge and spin (eV): 3.274
E_LUMO (eV): 0.74

XYZ file:
```
40
Properties=species:S:1:pos:R:3:mulliken_charge:R:1
C 3.924 2.593 -0.767 -1.43
C 3.627 1.208 -0.222 0.93
O 3.603 0.210 -0.907 -0.58
N 3.450 1.223 1.133 0.36
N 3.234 0.202 2.001 -1.04
C 2.613 -0.872 1.725 -0.57
C 1.901 -1.344 0.543 0.71
C 1.983 -2.699 0.226 -0.67
C 1.361 -3.212 -0.893 -0.73
C 0.616 -2.370 -1.701 -0.83
C 0.478 -1.032 -1.383 -0.14
C 1.109 -0.504 -0.263 0.78
O 0.973 0.784 0.158 -0.39
C 0.253 1.694 -0.639 -0.94
C -1.236 1.501 -0.639 -0.80
C -1.884 0.663 0.165 0.22
C -3.320 0.429 0.200 0.88
C -4.242 1.267 -0.428 -0.36
C -5.596 0.996 -0.370 -0.65
C -6.058 -0.116 0.315 -0.42
C -5.155 -0.955 0.947 -0.57
C -3.802 -0.682 0.893 -0.49
H -3.100 -1.340 1.387 0.36
H -5.508 -1.822 1.485 0.38
H -7.117 -0.326 0.358 0.38
H -6.297 1.657 -0.859 0.38
H -3.900 2.145 -0.956 0.29
H -1.308 0.059 0.856 0.28
H -1.754 2.119 -1.359 0.29
H 0.634 1.685 -1.671 0.50
H 0.483 2.678 -0.209 0.43
H -0.132 -0.404 -2.013 0.40
H 0.124 -2.756 -2.582 0.40
H 1.456 -4.259 -1.137 0.39
H 2.578 -3.342 0.858 0.43
H 2.647 -1.583 2.547 0.43
H 3.701 2.069 1.629 0.28
H 3.197 3.316 -0.405 0.38
H 3.897 2.558 -1.852 0.33
H 4.918 2.904 -0.453 0.42
```


Molecular formula: C23H46Br2Ca2Cl2F8O14PS2Si
Method: DFT, ωB97M-V/def2-TZVPD

DFT total energy (eV): -315826.680
Total charge: +1
2S+1: 1
E_LUMO (eV): -4.70

XYZ file:
```
101
Properties=species:S:1:pos:R:3:mulliken_charge:R:1
C 2.096 0.402 2.373 -0.04
C 2.059 -0.243 1.348 -1.27
P 1.587 -1.647 0.066 0.38
C 3.252 -2.670 0.311 -1.06
C 3.848 -2.501 1.606 0.02
C 4.981 -1.530 1.716 -1.06
O 5.412 -1.170 0.436 -0.22
C 6.500 -0.288 0.494 -0.88
Si 2.214 -0.339 -1.712 1.01
C 1.776 1.459 -1.294 -0.75
C 1.102 -0.804 -3.165 -1.30
C 3.996 -0.328 -2.292 -1.16
O 0.939 -2.632 1.317 -0.47
C -0.398 -2.369 1.618 -0.92
C -1.023 -1.532 0.481 -0.03
C -1.927 -0.372 0.904 -0.43
Br -2.668 0.412 -0.740 -0.15
C -1.200 0.704 1.670 1.01
C -2.027 1.990 1.809 -2.19
O 0.063 -0.894 -0.152 0.07
H 2.205 1.000 3.244 0.59
H 1.127 -2.668 -0.864 0.04
H 2.869 -3.692 0.273 0.59
H 3.974 -2.596 -0.494 0.56
H 4.376 -3.779 1.882 0.28
H 3.117 -2.392 2.407 0.23
H 5.765 -2.006 2.298 0.58
H 4.703 -0.643 2.295 0.42
H 6.824 -0.165 1.512 0.33
H 7.303 -0.809 -0.026 0.31
H 6.326 0.655 -0.018 0.22
H 0.742 1.545 -0.965 -0.02
H 1.871 2.045 -2.210 0.34
H 2.487 1.895 -0.595 0.24
H 1.641 -1.277 -3.980 0.39
H 0.580 0.087 -3.504 0.37
H 0.338 -1.479 -2.781 0.25
H 4.404 -1.322 -2.462 0.40
H 4.004 0.152 -3.274 0.50
H 4.670 0.261 -1.678 0.06
H -0.906 -3.336 1.610 0.35
H -0.587 -1.962 2.615 0.36
H -1.581 -2.108 -0.257 0.33
H -2.772 -0.724 1.491 0.65
H -0.982 0.331 2.670 0.31
H -0.248 0.970 1.216 -0.55
H -2.989 1.817 2.280 0.29
H -1.458 2.614 2.480 0.71
H -2.110 2.525 0.858 0.61
O -2.554 4.616 3.066 -0.20
H -2.943 5.180 2.328 0.27
H -3.245 4.400 3.758 0.26
H -1.580 5.102 3.520 0.00
Ca -0.314 3.820 2.264 0.39
Cl 8.728 -0.559 2.937 -0.14
C 9.758 -1.225 1.659 -0.27
C 10.455 -0.164 0.829 -0.45
Cl 9.322 0.749 -0.171 -0.11
H 9.131 -1.881 1.043 0.65
H 10.512 -1.839 2.167 -0.25
H 11.170 -0.636 0.152 0.29
H 10.992 0.537 1.463 0.38
Br 5.963 -4.190 1.867 -0.09
C -8.624 2.448 1.028 -0.74
C -7.847 3.080 2.195 0.89
C -7.491 4.566 2.101 0.07
F -6.700 4.833 1.041 -0.21
F -6.803 4.922 3.217 -0.27
F -6.731 2.352 2.441 -0.25
F -8.642 2.962 3.292 -0.33
O -7.886 1.720 0.062 -0.38
C -7.292 2.337 -1.004 0.57
C -5.767 2.231 -0.942 0.33
F -5.289 2.758 0.209 -0.19
F -5.222 2.922 -1.966 -0.27
F -7.709 3.608 -1.128 -0.28
F -7.698 1.682 -2.117 -0.25
H -9.254 1.691 1.493 0.42
H -9.310 3.157 0.565 0.33
H -8.393 5.179 2.040 0.29
H -5.449 1.189 -1.003 0.18
O 9.055 -4.531 1.589 -0.73
S 9.249 -5.722 0.701 1.29
O 10.376 -5.465 -0.205 -0.74
O 8.015 -5.955 -0.059 -0.67
O 9.541 -6.908 1.517 -0.64
Ca 11.088 -3.761 1.894 1.54
O 3.836 4.143 -1.947 -0.63
H 4.185 3.351 -1.526 0.31
H 3.243 3.806 -2.624 0.34
C -8.003 -1.151 -5.137 -0.32
C -8.673 -0.748 -3.841 -0.15
O -10.001 -1.271 -3.952 -0.31
S -9.977 -2.635 -4.795 1.10
O -9.956 -3.733 -3.898 -0.54
O -10.934 -2.533 -5.832 -0.52
O -8.506 -2.464 -5.408 -0.32
H -8.294 -0.494 -5.958 0.33
H -6.919 -1.174 -5.059 0.29
H -8.701 0.326 -3.701 0.22
H -8.190 -1.217 -2.980 0.22
```


Molecular formula: C3H11N3OS
Method: DFT, ωB97M-V/def2-TZVPD

SMILES string: CN=[S@@](N)(=O)N(C)C
DFT total energy (eV): -20638.319
2S+1: 1
ΔE to the lowest compared entry with this formula, charge and spin (eV): 4.570
E_LUMO (eV): 0.85

XYZ file:
```
19
Properties=species:S:1:pos:R:3:mulliken_charge:R:1
C 2.036 -1.904 0.874 -0.79
C -1.329 1.227 -1.337 -1.08
C -1.828 -0.675 0.295 -0.90
N 1.015 -0.807 1.256 -0.53
N 0.430 1.818 0.403 -0.62
N -0.903 0.034 -0.567 0.00
O 1.479 0.264 -1.337 -0.64
S 0.665 0.188 -0.138 1.01
H 1.398 -2.717 0.731 0.30
H 2.881 -1.991 1.545 0.30
H 2.635 -1.663 -0.058 0.24
H -2.180 0.888 -1.819 0.49
H -1.458 2.170 -0.702 0.31
H -0.383 1.385 -2.022 0.33
H -1.220 -1.085 1.068 0.44
H -2.492 0.128 0.665 0.30
H -2.453 -1.371 -0.264 0.25
H 1.133 2.333 -0.026 0.26
H 0.575 1.780 1.433 0.30
```


Molecular formula: C5H7N
Method: DFT, ωB97M-V/def2-TZVPD

SMILES string: C1=C[C@@H]2N[C@@H]2C1
DFT total energy (eV): -6786.787
2S+1: 1
ΔE to the lowest compared entry with this formula, charge and spin (eV): 1.725
E_LUMO (eV): 1.19

XYZ file:
```
13
Properties=species:S:1:pos:R:3:mulliken_charge:R:1
C -0.802 -0.963 0.154 -0.55
C 0.054 -0.851 -1.085 -0.38
C -0.494 0.316 0.941 -0.35
C 0.381 1.162 0.073 0.04
N 0.812 0.763 1.408 -0.57
C 0.710 0.309 -1.120 -0.56
H -1.861 -0.896 -0.131 0.28
H -0.686 -1.918 0.683 0.30
H 0.059 -1.607 -1.868 0.37
H -1.318 0.726 1.517 0.36
H 0.224 2.226 -0.084 0.38
H 1.573 0.092 1.448 0.28
H 1.346 0.641 -1.936 0.39
```